Record 1
The following is a quantum chemistry calculation of a 13-piece molecular cluster, C50H103NO20 overall, from the Open Molecules 2025 dataset.

For the HOMO energy, the calculation gives -7.95 eV. The value obtained for the total energy is -95960.526 eV. The orbital gap comes out at 0.315 hartree.

```
! RIJCOSX wB97M-V def2-TZVPD def2/J DEFGRID3
* xyz 0 1
O 2.92 -3.09 -4.45
C 2.59 -3.58 -5.53
O 1.82 -2.96 -6.43
C 1.40 -1.54 -6.04
C 2.44 -0.39 -6.17
C 2.93 -4.94 -6.04
H 1.05 -1.63 -5.01
H 0.59 -1.40 -6.79
H 1.99 0.55 -5.82
H 2.77 -0.30 -7.22
H 3.31 -0.67 -5.55
H 3.68 -5.38 -5.43
H 3.36 -4.90 -7.03
H 2.02 -5.59 -6.09
O -0.79 0.21 5.49
C -1.72 0.99 5.43
O -2.96 0.74 4.89
C -3.18 -0.61 4.41
C -3.67 -1.49 5.54
C -1.66 2.36 6.00
H -2.22 -0.85 4.02
H -3.99 -0.53 3.69
H -4.64 -1.19 5.97
H -2.88 -1.57 6.29
H -3.93 -2.49 5.17
H -0.80 2.95 5.61
H -1.42 2.26 7.07
H -2.56 2.96 5.90
O -0.40 -3.06 3.43
C -1.25 -3.85 3.69
O -1.67 -4.14 4.90
C -0.76 -3.64 5.93
C -1.31 -3.99 7.30
C -2.02 -4.54 2.56
H -0.65 -2.56 5.86
H 0.22 -4.00 5.69
H -0.64 -3.52 8.02
H -1.27 -5.05 7.51
H -2.30 -3.55 7.40
H -1.82 -5.60 2.49
H -1.72 -4.09 1.64
H -3.08 -4.34 2.66
O 3.30 1.96 -0.62
C 3.96 1.07 -1.14
O 4.73 0.16 -0.49
C 4.88 0.40 0.91
C 5.61 -0.78 1.45
C 3.88 0.79 -2.62
H 3.89 0.53 1.38
H 5.45 1.31 1.09
H 5.05 -1.70 1.35
H 5.93 -0.54 2.47
H 6.64 -0.95 0.94
H 4.90 0.54 -2.99
H 3.41 1.63 -3.19
H 3.27 -0.10 -2.73
O 1.23 2.64 4.19
C 2.22 2.62 3.56
O 3.36 1.87 3.77
C 3.19 0.87 4.83
C 2.93 -0.42 4.18
C 2.46 3.35 2.23
H 2.34 1.16 5.48
H 4.10 1.04 5.41
H 2.96 -1.29 4.88
H 3.64 -0.63 3.39
H 1.91 -0.50 3.67
H 1.63 4.03 2.06
H 2.49 2.54 1.49
H 3.41 3.87 2.21
O -1.71 2.89 -3.36
C -2.57 3.60 -2.96
O -3.13 4.53 -3.75
C -2.58 4.52 -5.08
C -1.21 5.21 -5.24
C -3.23 3.61 -1.59
H -3.25 5.09 -5.61
H -2.53 3.51 -5.49
H -1.21 6.24 -4.91
H -0.87 5.18 -6.29
H -0.41 4.63 -4.78
H -3.76 4.58 -1.42
H -2.47 3.23 -0.91
H -4.00 2.79 -1.70
O -3.57 0.50 0.02
C -4.28 -0.24 0.70
O -5.12 0.29 1.60
C -5.00 1.73 1.78
C -5.72 2.14 3.08
C -4.21 -1.73 0.69
H -5.35 2.26 0.97
H -3.93 1.92 1.82
H -5.49 1.47 3.89
H -6.79 2.32 2.99
H -5.31 3.09 3.42
H -4.93 -2.21 1.33
H -3.20 -2.15 0.86
H -4.49 -2.09 -0.33
O -2.20 6.21 -0.26
C -1.54 6.90 0.51
O -1.56 6.67 1.84
C -2.28 5.51 2.34
C -3.09 6.07 3.46
C -0.70 8.00 0.03
H -1.53 4.82 2.75
H -2.80 4.98 1.54
H -3.88 5.36 3.68
H -3.72 6.98 3.27
H -2.46 6.21 4.33
H -1.23 8.46 -0.81
H 0.19 7.53 -0.37
H -0.33 8.64 0.83
C 2.91 5.41 -1.68
C 2.51 4.45 -2.65
O 3.27 4.26 -3.57
C 1.15 3.85 -2.52
H 3.92 5.81 -1.88
H 3.11 4.88 -0.76
H 2.18 6.18 -1.43
H 1.06 2.98 -3.17
H 0.40 4.67 -2.64
H 0.90 3.42 -1.56
C 5.98 -3.36 -3.78
C 5.28 -3.86 -2.58
O 5.23 -5.04 -2.28
C 4.88 -2.81 -1.57
H 6.78 -2.68 -3.42
H 5.29 -2.78 -4.40
H 6.40 -4.20 -4.35
H 4.16 -3.18 -0.85
H 4.48 -1.94 -2.12
H 5.76 -2.50 -1.07
C 1.92 -5.95 -1.39
C 0.54 -5.76 -1.98
O 0.43 -5.71 -3.15
C -0.56 -5.85 -0.95
H 2.05 -7.07 -1.31
H 1.89 -5.55 -0.41
H 2.70 -5.59 -2.03
H -0.32 -5.13 -0.17
H -0.54 -6.82 -0.48
H -1.55 -5.57 -1.18
C -3.71 -5.26 -3.62
C -3.85 -4.04 -2.74
O -3.93 -4.16 -1.56
C -3.74 -2.70 -3.46
H -2.72 -5.67 -3.67
H -4.00 -4.99 -4.62
H -4.29 -6.13 -3.28
H -3.72 -1.80 -2.86
H -4.72 -2.58 -3.90
H -3.11 -2.77 -4.33
C -0.65 0.81 1.69
C 0.53 0.62 0.68
N 0.43 -0.30 -0.44
C -0.60 0.09 -1.42
C -0.36 -0.48 -2.82
C 0.22 -1.73 -0.01
C 1.60 -2.31 0.28
H -0.34 1.41 2.52
H -0.93 -0.23 1.99
H -1.51 1.35 1.26
H 0.73 1.52 0.16
H 1.41 0.41 1.35
H -1.64 -0.11 -1.05
H -0.57 1.17 -1.49
H -0.88 -1.47 -2.84
H -0.79 0.19 -3.58
H 0.72 -0.46 -3.09
H -0.23 -2.37 -0.80
H -0.49 -1.89 0.90
H 1.51 -3.35 0.59
H 2.12 -1.79 1.10
H 2.23 -2.25 -0.60
*
```

Results of the Löwdin charge analysis, in e, for atoms 1 through 6: 0.065 -0.536 -0.018 -0.141 -0.057 0.028

---

Record 2
The following is a quantum chemistry calculation of C50H108As3F24N6O6S2 as an isolated structure, from the Open Molecules 2025 dataset.

For the HOMO energy, the calculation gives -11.05 eV. The value obtained for the total energy is -344233.971 eV. The orbital gap comes out at 0.304 hartree.

```
! RIJCOSX wB97M-V def2-TZVPD def2/J DEFGRID3
* xyz 1 1
C -4.93 0.71 -2.73
C -5.31 1.21 -1.36
C -4.34 0.74 -0.27
N -4.92 -0.20 0.68
C -6.07 0.35 1.45
C -3.80 -0.57 1.69
C -4.32 -1.86 2.33
C -5.25 -2.50 1.28
C -5.31 -1.54 0.09
H -5.09 -0.38 -2.81
H -3.85 0.85 -2.94
H -5.54 1.19 -3.50
H -6.34 0.93 -1.16
H -5.31 2.27 -1.32
H -3.96 1.58 0.34
H -3.51 0.25 -0.70
H -6.36 -0.36 2.19
H -6.88 0.63 0.82
H -5.73 1.22 2.04
H -3.48 0.27 2.39
H -2.89 -0.71 1.14
H -4.96 -1.45 3.12
H -3.51 -2.51 2.65
H -6.24 -2.70 1.69
H -4.90 -3.48 0.99
H -6.33 -1.52 -0.29
H -4.65 -1.81 -0.74
C -1.20 8.62 2.13
C -1.41 7.13 1.74
C -0.49 7.02 0.52
N -0.69 5.79 -0.34
C -0.45 4.50 0.35
C 0.30 5.93 -1.50
C -0.34 5.16 -2.66
C -1.79 5.00 -2.32
C -2.07 5.79 -1.04
H -0.15 8.89 2.13
H -1.69 8.80 3.08
H -1.79 9.26 1.41
H -2.48 6.95 1.55
H -1.10 6.42 2.51
H 0.58 6.99 0.82
H -0.59 7.87 -0.15
H -1.36 4.12 0.85
H 0.33 4.62 1.11
H 0.03 3.88 -0.39
H 1.28 5.58 -1.13
H 0.35 7.02 -1.71
H 0.14 4.19 -2.82
H -0.14 5.76 -3.55
H -2.06 3.96 -2.23
H -2.37 5.44 -3.13
H -2.83 5.46 -0.34
H -2.28 6.86 -1.21
C -1.81 -2.98 -3.05
C -2.05 -2.40 -4.40
C -3.39 -2.88 -4.89
N -3.86 -2.19 -6.15
C -4.33 -0.82 -5.79
C -4.93 -2.96 -6.79
C -5.07 -2.41 -8.26
C -3.57 -2.08 -8.57
C -2.85 -2.15 -7.22
H -1.99 -4.06 -3.07
H -2.62 -2.63 -2.43
H -0.82 -2.84 -2.65
H -1.30 -2.77 -5.08
H -1.90 -1.29 -4.46
H -4.19 -2.75 -4.19
H -3.26 -3.97 -5.08
H -4.48 -0.27 -6.71
H -3.64 -0.28 -5.12
H -5.32 -0.84 -5.34
H -5.77 -2.89 -6.11
H -4.56 -3.95 -6.98
H -5.66 -1.51 -8.33
H -5.51 -3.18 -8.91
H -3.53 -1.05 -8.97
H -3.09 -2.70 -9.30
H -2.25 -1.25 -6.99
H -2.22 -3.01 -7.13
C 7.14 -1.62 -5.37
C 5.87 -1.46 -4.48
C 4.85 -0.76 -5.43
N 3.77 -0.04 -4.77
C 3.13 -0.70 -3.63
C 2.69 0.34 -5.74
C 2.00 1.57 -5.11
C 2.90 2.07 -3.92
C 4.23 1.42 -4.26
H 8.03 -1.96 -4.86
H 7.48 -0.66 -5.84
H 6.82 -2.27 -6.17
H 6.10 -0.85 -3.65
H 5.52 -2.42 -4.08
H 4.37 -1.52 -6.12
H 5.34 0.03 -6.00
H 3.79 -0.54 -2.76
H 3.02 -1.76 -3.93
H 2.17 -0.32 -3.44
H 2.11 -0.61 -5.79
H 3.17 0.55 -6.74
H 1.01 1.28 -4.71
H 1.76 2.42 -5.76
H 2.50 1.81 -2.97
H 3.07 3.13 -4.07
H 4.94 1.31 -3.43
H 4.67 1.98 -5.08
C 4.34 -6.89 3.48
C 3.31 -5.88 3.04
C 3.84 -5.09 1.90
N 2.86 -4.50 1.01
C 2.45 -5.65 0.07
C 3.42 -3.37 0.22
C 2.10 -2.80 -0.38
C 0.95 -3.19 0.56
C 1.62 -3.98 1.66
H 4.37 -7.78 2.88
H 4.07 -7.27 4.45
H 5.32 -6.50 3.60
H 2.95 -5.23 3.87
H 2.37 -6.40 2.70
H 4.49 -5.65 1.25
H 4.44 -4.29 2.33
H 1.92 -6.34 0.73
H 3.37 -6.07 -0.41
H 1.78 -5.26 -0.67
H 4.06 -3.68 -0.61
H 3.98 -2.72 0.90
H 1.94 -3.31 -1.34
H 2.17 -1.74 -0.49
H 0.16 -3.78 0.08
H 0.52 -2.25 0.99
H 1.11 -4.84 2.10
H 1.89 -3.28 2.46
C -0.09 -0.47 3.24
C -0.14 -0.19 4.75
C -0.66 -1.32 5.56
N -0.46 -1.21 7.01
C -1.33 -0.09 7.53
C 1.03 -0.93 7.31
C 1.41 -1.92 8.43
C 0.54 -3.15 8.16
C -0.79 -2.50 7.72
H -1.03 -0.45 2.67
H 0.43 -1.44 3.12
H 0.65 0.20 2.75
H -0.63 0.74 4.96
H 0.88 0.07 4.96
H -0.15 -2.28 5.27
H -1.71 -1.34 5.37
H -2.38 -0.22 7.25
H -1.00 0.89 7.08
H -1.31 -0.16 8.63
H 1.16 0.10 7.62
H 1.66 -1.16 6.50
H 1.09 -1.54 9.39
H 2.47 -2.20 8.30
H 0.41 -3.83 9.05
H 0.95 -3.80 7.40
H -1.35 -2.39 8.65
H -1.34 -3.14 7.01
As -0.76 0.42 -1.39
F -1.32 -0.90 -0.39
F -1.93 1.40 -0.72
F -0.46 1.68 -2.57
F 0.31 -0.74 -2.20
F -1.97 -0.26 -2.49
F 0.47 0.83 -0.23
As 5.76 1.47 -0.39
F 6.47 2.24 -1.77
F 6.16 2.88 0.57
F 5.09 0.58 0.85
F 5.56 0.06 -1.49
F 7.34 0.77 -0.17
F 4.25 2.06 -0.82
As 2.78 6.52 2.72
F 1.06 6.60 2.98
F 2.76 8.22 3.10
F 4.43 6.61 2.43
F 2.51 4.90 2.30
F 2.51 7.08 1.11
F 2.95 6.20 4.39
C -2.04 3.84 4.04
F -0.91 4.24 3.37
F -1.60 2.98 5.07
F -2.60 4.88 4.59
S -3.22 2.78 3.12
O -2.54 1.45 3.37
O -4.51 3.06 3.64
O -3.08 3.25 1.74
C 4.65 -2.76 5.83
F 4.61 -2.01 6.93
F 5.89 -2.72 5.39
F 4.20 -4.01 6.14
S 3.31 -2.05 4.67
O 3.24 -0.62 4.85
O 3.90 -2.52 3.44
O 2.18 -2.84 5.20
*
```

Results of the Löwdin charge analysis, in e, for atoms 1 through 6: -0.115 -0.193 -0.157 -0.241 0.049 -0.085